1.
DFT (ωB97M-V/def2-TZVPD) results for one molecule with the formula C6H9N.

Geometry (Å):
1 C 0.591 -0.805 -1.693
2 C -0.046 -0.539 -0.378
3 C 0.068 0.544 0.438
4 C 0.851 1.806 0.210
5 C -0.699 0.283 1.601
6 C -1.274 -0.968 1.470
7 N -0.839 -1.461 0.273
8 H 0.649 0.108 -2.293
9 H 0.039 -1.540 -2.280
10 H 1.613 -1.172 -1.578
11 H 0.429 2.683 0.721
12 H 0.938 2.059 -0.852
13 H 1.869 1.681 0.597
14 H -1.171 1.222 1.764
15 H -1.942 -1.542 2.106
16 H -1.076 -2.360 -0.107

Computed properties:
- E: -7857.1925 eV
- Structure (SMILES): Cc1cc[nH]c1C
- Total charge: 0

2.
DFT (ωB97M-V/def2-TZVPD) results for a 2-piece molecular cluster, C6H9N overall.

Geometry (Å):
1 C 2.023 -0.421 -1.274
2 C 2.159 -0.599 0.154
3 C -2.186 1.254 0.072
4 C 2.267 -0.746 1.336
5 C -1.260 0.192 0.439
6 C -1.496 -1.092 0.197
7 N -2.035 2.495 0.238
8 H -1.157 2.755 0.690
9 H -3.111 0.942 -0.406
10 H 2.365 -0.875 2.373
11 H -0.338 0.498 0.921
12 H 1.098 0.109 -1.498
13 H 2.003 -1.391 -1.769
14 H 2.865 0.155 -1.658
15 H -2.406 -1.417 -0.284
16 H -0.791 -1.859 0.469

Computed properties:
- E: -7854.9328 eV
- Structure (SMILES): [H]/N=C\C=C.C#CC
- Total charge: 0

no.,F_max (eV/A)
1,2.43
2,0.70